1.
Molecular formula: C4H13N4
Method: DFT, ωB97M-V with the def2-TZVPD basis set

Cartesian coordinates (Å):
1 C 0.24335 2.66179 -1.40488
2 C -0.97923 -1.08720 1.30952
3 C -0.49989 -1.57426 -0.98481
4 C 1.11472 -0.37597 0.35459
5 N -0.71517 1.83479 -1.40776
6 N 1.90667 1.81413 0.39772
7 N 1.27101 0.90722 0.99291
8 N -0.30440 -0.61845 0.10108
9 H 0.25002 3.51669 -2.06908
10 H -0.75100 -0.43956 2.15485
11 H -2.05483 -1.06886 1.15095
12 H -0.68087 -2.10815 1.56885
13 H -0.03499 -1.20090 -1.89334
14 H -0.08372 -2.55908 -0.75290
15 H -1.56830 -1.68911 -1.15261
16 H 1.55922 -1.15393 0.99497
17 H 1.66403 -0.32375 -0.58951
18 H -1.53678 1.88279 -2.01807
19 H 1.94399 2.71070 0.88422
20 H 0.75784 1.04323 1.87054
21 H -0.69801 1.00365 -0.77629

- charge = +1
- HOMO energy (alpha / beta) (hartree) = -0.453 / -0.453
- 2S+1 = 1
- LUMO energy (alpha / beta) (eV) = -4.762 / -4.760
- maximum force (eV/Å) = 2.32

---

2.
Molecular formula: C4H13N5
Method: DFT, ωB97M-V with the def2-TZVPD basis set

Cartesian coordinates (Å):
1 C 2.21608 -0.31348 -0.92482
2 C -0.58251 -1.39875 1.34828
3 C 0.73127 0.73940 1.36625
4 C 0.20285 -0.39642 0.49829
5 N 1.24841 -1.09812 -0.17846
6 H 1.75899 0.34133 -1.67528
7 H 2.88271 -1.00571 -1.43416
8 H 2.80973 0.28781 -0.23845
9 H -1.42565 -0.90314 1.81973
10 H -0.94904 -2.21059 0.72516
11 H 1.13477 1.54282 0.75795
12 H -0.07533 1.13942 1.96993
13 H 1.51289 0.35270 2.01236
14 H 0.06985 -1.81166 2.11048
15 N -2.55712 1.54897 -0.82302
16 N -0.74395 -0.35030 -1.65250
17 N -1.55930 1.05477 0.00897
18 N -0.79937 0.16743 -0.48757
19 H -2.93890 2.37479 -0.38002
20 H -2.23749 1.75895 -1.76994
21 H 0.81821 -1.77080 -0.80819
22 H -1.51710 -0.04942 -2.24500

- charge = 0
- HOMO energy (hartree) = -0.294
- 2S+1 = 1
- LUMO energy (eV) = 1.062
- maximum force (eV/Å) = 1.21